# 1
Here is a 3-piece molecular cluster, C2H10NO3 overall in a non-equilibrium geometry from OMol25. Energies are from ωB97M-V/def2-TZVPD.

Strongest force on any atom, hartree/bohr: 0.0327
Orbital gap, eV: 11.288
Highest occupied orbital energy, eV: -14.872
Relative energy (zero: lowest compared OMol25 entry of this formula, charge and spin), kcal/mol: 17.9

```
! RIJCOSX wB97M-V def2-TZVPD def2/J DEFGRID3
* xyz 1 1
O -0.07 -0.66 -3.01
O 0.30 -2.48 1.95
O -1.58 1.68 -0.48
N 0.16 -0.10 0.25
C -0.63 2.19 0.01
C 0.35 1.28 0.84
H -0.23 -2.28 2.71
H -0.24 3.22 -0.15
H 1.31 1.77 0.82
H -0.85 -0.21 0.08
H 0.29 -0.82 0.99
H -0.64 -0.11 -3.56
H 0.59 -0.43 -0.62
H 0.59 -3.40 1.97
H 0.61 -0.82 -3.70
H 0.04 1.18 1.89
*
```

Here are the Löwdin charges for atoms 1 to 5, given in e: number 1, O, carries -0.061; number 2, O, carries -0.033; number 3, O, carries 0.092; number 4, N, carries 0.183; number 5, C, carries -0.190

***

# 2
Here is a 21-piece molecular cluster, C15H62BNO27 overall in a non-equilibrium geometry from OMol25. Energies are from ωB97M-V/def2-TZVPD.

Strongest force on any atom, hartree/bohr: 0.1989
Orbital gap, eV: 9.127
Highest occupied orbital energy, eV: -10.148
Relative energy (zero: lowest compared OMol25 entry of this formula, charge and spin), kcal/mol: 34.9

```
! RIJCOSX wB97M-V def2-TZVPD def2/J DEFGRID3
* xyz 0 1
O -4.49 -1.54 -1.48
O -5.13 4.67 2.89
O 3.31 1.99 -0.63
O 4.35 3.96 -0.59
O -3.78 -0.59 3.99
O -2.64 5.38 1.13
O 3.04 -4.22 3.90
O 0.15 -4.89 -1.87
O -0.84 -0.01 3.87
O -6.11 1.08 -2.42
O 2.23 3.73 0.66
O 6.30 3.31 -0.07
O -2.32 -4.00 -2.32
O 4.70 -4.14 1.26
O 5.73 -1.78 0.28
O 2.12 3.76 -1.66
O -1.90 0.83 -4.14
O -6.24 3.72 -1.85
O 0.16 4.78 -1.70
O -4.48 -1.54 1.42
O 6.22 -0.76 3.44
O 0.21 4.47 1.14
O 1.62 -3.55 -5.51
O 0.32 -3.46 4.11
O -3.67 4.74 -1.42
O 4.99 0.71 -0.88
O 3.21 -4.36 -1.75
N -0.30 -0.13 -0.67
C 4.50 1.77 -0.76
C 0.92 -1.47 -2.41
C 1.04 4.21 -1.10
C 1.21 -0.04 -2.57
C -1.77 0.21 -0.43
C -3.42 1.89 0.72
C 1.16 4.21 0.31
C 0.35 0.80 -1.58
C -0.33 -1.37 -1.53
C 3.25 0.03 2.41
C 2.35 -1.19 2.08
C 1.80 -1.10 0.73
C 0.43 -0.31 0.74
C 5.20 3.07 -0.49
C -1.93 1.67 0.23
B 3.03 3.43 -0.55
H -0.47 -2.32 -0.96
H 6.43 -1.24 0.54
H 4.20 0.19 1.82
H 4.82 -3.35 0.70
H -4.50 -2.28 1.98
H 1.21 1.46 -1.17
H -1.07 1.19 -4.83
H -1.63 5.10 1.13
H 3.80 -3.59 -1.98
H -4.41 4.71 2.36
H -2.18 0.02 -4.49
H 0.09 -5.08 -0.90
H 0.21 -2.50 4.48
H -3.73 -0.99 3.08
H -4.02 2.17 -0.21
H 0.56 0.72 1.16
H -1.33 -4.17 -2.22
H -0.93 -1.36 -2.30
H 2.74 0.95 2.57
H 1.50 -1.41 2.79
H 0.65 -2.23 -3.22
H -1.81 2.55 -0.34
H 5.00 -1.34 -0.13
H -2.29 0.20 -1.50
H -0.72 -0.43 4.69
H 1.55 -1.82 -1.83
H -2.58 -0.55 -0.06
H -1.40 1.85 1.08
H 2.10 -3.99 3.91
H -2.45 -3.97 -3.36
H -4.18 -1.70 -0.55
H -2.90 5.22 0.34
H -0.12 -3.33 3.26
H -5.73 1.24 -3.34
H 3.59 -4.52 -0.85
H 3.00 -1.99 2.08
H -6.16 2.81 -1.74
H -3.68 4.19 -2.21
H 4.58 -3.97 2.15
H -0.38 -0.94 1.51
H 2.38 -0.05 -2.36
H -3.87 1.11 1.57
H 2.60 -0.86 0.05
H -5.71 5.46 2.77
H 7.06 -0.70 3.04
H 3.47 0.01 3.34
H 2.89 -4.96 4.43
H 1.08 -2.76 -5.70
H 1.06 0.25 -3.49
H -5.45 3.94 -1.48
H -4.65 -2.24 -1.99
H -3.27 2.76 1.25
H -1.73 -0.09 3.78
H -0.28 1.32 -2.22
H 5.85 0.05 3.45
H 2.58 -3.28 -5.54
H -3.88 -1.29 4.71
H 1.78 -2.03 0.22
H -5.64 0.32 -1.92
H 1.09 -4.77 -2.00
H -5.33 -1.24 1.36
H -3.89 5.56 -1.62
*
```

Here are the Löwdin charges for atoms 1 to 5, given in e: number 1, O, carries -0.011; number 2, O, carries -0.033; number 3, O, carries 0.264; number 4, O, carries 0.321; number 5, O, carries -0.093

***

# 3
Here is C30H33BiN6O2S as an isolated structure in a non-equilibrium geometry from OMol25. Energies are from ωB97M-V/def2-TZVPD.

Strongest force on any atom, hartree/bohr: 0.0966
Orbital gap, eV: 4.877
Highest occupied orbital energy, eV: -5.855
Relative energy (zero: lowest compared OMol25 entry of this formula, charge and spin), kcal/mol: 31.2

```
! RIJCOSX wB97M-V def2-TZVPD def2/J DEFGRID3
* xyz 0 1
Bi 0.18 -0.53 -0.34
S 2.02 -2.33 -1.42
O -0.63 -0.63 7.06
O 1.15 0.74 6.77
N -0.57 0.09 2.05
N -1.22 -1.02 -1.91
N 1.71 0.74 -1.77
N -1.23 -2.27 0.73
N 2.60 -0.25 0.93
N -0.04 2.65 0.79
C -1.89 0.80 -4.99
C 2.90 -1.37 -2.73
C -1.00 -1.52 -4.77
C -1.89 -3.29 2.76
C -1.34 -2.20 2.08
C -1.81 -0.16 -2.68
C -0.80 3.65 2.89
C 3.52 0.56 0.11
C -1.04 4.88 2.29
C -1.88 -4.57 0.69
C -0.32 2.53 2.11
C -2.85 0.91 -2.25
C -3.44 0.63 -0.85
C 0.18 0.00 6.37
C 2.31 0.01 -3.01
C -0.14 3.89 0.26
C -0.10 0.00 4.86
C 0.02 1.21 4.14
C -0.26 1.22 2.77
C -1.47 -3.41 0.02
C 3.30 -2.40 -0.11
C -0.79 -1.05 2.80
C -0.56 4.99 0.92
C -3.06 1.91 -3.14
C -0.57 -1.11 4.23
C 2.97 -1.65 1.17
C -1.61 -0.32 -4.18
C 2.65 1.43 -0.87
C -2.13 -4.50 2.10
C -2.55 1.96 -4.51
H 2.22 -2.14 1.77
H -1.11 -2.35 -4.10
H -3.75 2.76 -2.83
H 2.81 -1.94 -3.68
H -2.66 2.87 -5.06
H 4.16 -0.07 -0.59
H 0.26 2.16 4.63
H -1.44 5.73 2.80
H -4.19 1.41 -0.62
H -0.64 -2.12 4.70
H 3.30 -3.49 0.10
H -3.98 -0.33 -0.79
H 4.11 1.37 0.63
H -1.30 -3.30 -1.09
H 1.59 0.04 -3.87
H -1.33 -1.76 -5.77
H -0.54 6.01 0.47
H -2.60 0.55 -0.12
H 4.21 -2.01 -0.56
H 4.00 -1.17 -2.62
H 1.12 1.45 -2.24
H 1.94 2.11 -0.34
H -2.44 -5.38 2.69
H -1.12 3.40 3.91
H 3.85 -1.69 1.88
H 0.05 4.05 -0.80
H 0.12 -1.44 -4.81
H 2.42 0.22 1.87
H 3.18 0.65 -3.33
H 3.30 2.07 -1.49
H -1.99 -5.52 0.15
H -2.19 -3.21 3.80
H -1.65 0.82 -6.03
*
```

Here are the Löwdin charges for atoms 1 to 5, given in e: number 1, Bi, carries 1.719; number 2, S, carries 0.828; number 3, O, carries -0.011; number 4, O, carries -0.066; number 5, N, carries 0.000

***

# 4
Here is C15H18N7O3PdS2Se as an isolated structure from OMol25. Energies are from ωB97M-V/def2-TZVPD.

Strongest force on any atom, hartree/bohr: 0.0166
Orbital gap, eV: 5.744
Highest occupied orbital energy, eV: -3.412

```
! RIJCOSX wB97M-V def2-TZVPD def2/J DEFGRID3
* xyz -1 1
Pd 0.85 0.50 1.19
Se 1.68 -3.00 1.26
S 2.78 5.24 1.35
S -3.29 3.48 0.83
O 3.52 0.20 1.31
O 5.63 0.10 1.26
O -1.48 -1.39 1.34
N 0.73 -1.98 -1.24
N 4.57 -0.52 1.23
N -1.08 2.16 0.93
N 3.93 2.78 1.41
N 1.59 2.95 1.30
N -2.98 0.82 0.54
N -0.42 -3.68 -0.52
C -0.78 3.50 1.10
C 1.06 5.21 1.24
C -1.82 -2.20 2.46
C -1.01 -3.32 -1.72
C -2.36 1.99 0.77
C 2.79 3.47 1.36
C -0.26 -2.23 -2.18
C 1.73 -0.94 -1.34
C -0.58 -1.61 -3.38
C -1.83 4.35 1.10
C 0.64 -2.87 -0.22
C 0.63 3.92 1.23
C -1.66 -2.10 -4.09
C -2.41 -3.18 -3.62
C -2.09 -3.81 -2.43
H -2.42 -0.04 0.66
H 1.37 -0.18 -2.03
H -1.94 -1.63 -5.03
H -3.97 0.77 0.66
H 0.49 6.12 1.17
H -0.72 -4.39 0.12
H 0.00 -0.77 -3.74
H 2.67 -1.36 -1.72
H 3.89 1.74 1.46
H -2.19 -1.60 3.30
H -0.96 -2.78 2.80
H -0.66 -0.84 1.57
H 4.80 3.26 1.53
H -2.66 -4.65 -2.05
H -3.25 -3.54 -4.20
H -2.61 -2.88 2.15
H 1.94 -0.47 -0.37
H -1.84 5.42 1.23
*
```

Here are the Löwdin charges for atoms 1 to 5, given in e: number 1, Pd, carries 0.182; number 2, Se, carries 0.638; number 3, S, carries 0.969; number 4, S, carries 0.986; number 5, O, carries -0.286

***

# 5
Here is C39H34N3O3P2Tl as an isolated structure in a non-equilibrium geometry from OMol25. Energies are from ωB97M-V/def2-TZVPD.

Strongest force on any atom, hartree/bohr: 0.1675
Orbital gap, eV: 6.521
Highest occupied orbital energy, eV: -6.939

```
! RIJCOSX wB97M-V def2-TZVPD def2/J DEFGRID3
* xyz 0 1
Tl 0.00 0.00 0.00
P -0.89 1.60 -1.62
P 1.83 0.03 -1.63
O -3.57 -3.28 0.91
O 1.80 0.20 1.13
O -1.10 -1.51 1.19
N 0.70 1.21 -2.23
N -0.78 1.34 1.21
N 0.39 2.07 1.50
C 1.18 -1.50 -2.39
C -4.69 -1.61 2.03
C -2.14 4.09 -1.70
C -3.45 -2.02 1.49
C -3.35 0.12 -5.28
C 0.16 5.58 -2.16
C -2.53 -3.66 0.03
C 0.13 -2.78 -4.18
C 5.22 2.48 1.59
C 5.10 3.69 2.26
C 0.59 -1.56 -3.66
C 2.71 3.38 2.37
C -4.84 -0.38 2.67
C -1.85 1.06 -3.09
C -0.91 3.42 -1.82
C -3.74 0.46 2.75
C 3.76 1.80 -2.58
C -1.80 1.71 -4.33
C 4.84 2.23 -3.37
C -2.55 1.25 -5.42
C -3.41 -0.54 -4.06
C 1.31 -2.69 -1.67
C 0.24 4.19 -2.04
C -2.29 -1.21 1.58
C -1.07 6.23 -2.05
C 3.85 -0.37 -3.61
C -1.38 0.97 2.29
C 3.24 0.51 -2.70
C 4.93 0.06 -4.40
C 0.26 -3.95 -3.44
C -2.52 0.04 2.21
C 4.08 1.72 1.30
C 0.86 -3.91 -2.19
C 1.51 1.39 1.40
C -2.22 5.48 -1.81
C -2.67 -0.08 -2.97
C 2.80 2.15 1.69
C 3.84 4.14 2.65
C 5.42 1.35 -4.28
H -2.33 -2.90 -0.74
H -5.80 -0.07 3.07
H 3.73 5.09 3.18
H -0.70 -1.22 -1.22
H 3.52 -1.39 -3.72
H -1.63 -3.97 0.57
H 5.99 4.28 2.48
H -3.18 5.98 -1.71
H -3.06 3.53 -1.51
H -2.50 1.77 -6.37
H 6.19 2.11 1.27
H -1.18 2.59 -4.47
H -3.82 1.44 3.21
H -1.13 7.31 -2.14
H 1.73 3.74 2.68
H 1.77 -2.69 -0.68
H -0.10 -4.89 -3.85
H -4.04 -1.42 -3.95
H -1.06 1.30 3.29
H 0.75 1.31 -3.24
H -2.88 -4.55 -0.51
H 5.23 3.24 -3.26
H -0.34 -2.80 -5.16
H 5.38 -0.64 -5.11
H 0.48 -0.67 -4.27
H -3.94 -0.24 -6.12
H -5.55 -2.27 1.94
H 4.18 0.78 0.77
H 1.06 6.16 -2.34
H 6.26 1.68 -4.90
H 0.97 -4.82 -1.61
H -2.72 -0.62 -2.03
H 1.21 3.73 -2.12
H 3.34 2.50 -1.87
*
```

Here are the Löwdin charges for atoms 1 to 5, given in e: number 1, Tl, carries 0.638; number 2, P, carries 0.949; number 3, P, carries 0.979; number 4, O, carries -0.094; number 5, O, carries -0.126

***

# 6
Here is a 10-piece molecular cluster, H19O9S overall in a non-equilibrium geometry from OMol25. Energies are from ωB97M-V/def2-TZVPD.

Strongest force on any atom, hartree/bohr: 0.0526
Orbital gap, eV: 7.427
Highest occupied orbital energy, eV: -4.444

```
! RIJCOSX wB97M-V def2-TZVPD def2/J DEFGRID3
* xyz -1 1
S 0.07 -3.28 -2.63
O 1.96 3.81 0.26
O -1.46 0.67 3.66
O -1.40 -2.07 -0.13
O -0.35 1.73 1.37
O -0.27 0.78 -2.59
O -1.99 0.47 -0.60
O 1.74 0.39 0.34
O -0.22 -0.94 1.92
O 2.10 -0.79 -2.10
H 1.85 -1.55 -2.61
H 0.34 1.12 1.22
H 1.42 -0.13 -2.02
H 1.68 -0.24 -0.40
H -0.66 0.02 -3.01
H -0.59 -1.33 1.10
H 2.62 0.72 0.29
H 0.73 -0.81 1.75
H 1.65 3.31 -0.49
H 0.61 -3.94 -1.65
H -0.95 -2.49 -0.95
H -0.61 1.52 2.29
H 1.60 3.25 0.95
H -0.83 0.97 -1.79
H -2.20 -2.63 -0.12
H -1.91 -0.54 -0.45
H -2.23 1.00 3.20
H -1.01 -0.08 3.12
H -1.67 1.04 0.09
*
```

Here are the Löwdin charges for atoms 1 to 5, given in e: number 1, S, carries 0.047; number 2, O, carries -0.061; number 3, O, carries -0.108; number 4, O, carries -0.154; number 5, O, carries -0.071

***

# 7
Here is a 10-piece molecular cluster, C17H47FN9O18PS overall in a non-equilibrium geometry from OMol25. Energies are from ωB97M-V/def2-TZVPD.

Strongest force on any atom, hartree/bohr: 0.0210
Structure (SMILES): CCCCC[PH2](F)CCCS.C[N+](=O)[O-].C[N+](=O)[O-].C[N+](=O)[O-].C[N+](=O)[O-].C[N+](=O)[O-].C[N+](=O)[O-].C[N+](=O)[O-].C[N+](=O)[O-].C[N+](=O)[O-]
Orbital gap, eV: 8.503
Highest occupied orbital energy, eV: -8.739

```
! RIJCOSX wB97M-V def2-TZVPD def2/J DEFGRID3
* xyz 0 1
S 1.53 -3.75 -2.74
P -0.33 -3.30 1.88
F -1.29 -4.24 2.96
O 2.96 2.51 -2.17
O -1.54 10.36 -0.38
O -1.91 6.47 1.04
O 1.99 0.67 -1.65
O -0.03 2.99 2.42
O -2.90 7.66 -0.46
O -0.39 -6.71 -1.67
O 5.74 -5.24 -6.05
O 4.36 -1.79 -4.12
O 1.36 4.48 1.73
O -5.31 -7.88 -0.85
O 5.09 -0.24 -5.43
O -0.17 11.90 -0.99
O -4.83 -9.65 0.29
O 3.67 -4.73 -5.74
O -1.99 -5.64 -0.70
O 2.03 8.08 4.86
O 0.00 7.98 5.57
N -5.61 -8.92 -0.29
N 4.45 -1.25 -5.20
N -1.43 -6.66 -1.05
N 0.55 3.59 1.54
N 4.73 -5.19 -5.37
N -2.51 7.47 0.67
N 2.95 1.31 -2.02
N 0.90 7.64 4.83
N -0.94 11.00 -1.21
C -1.15 10.63 -2.64
C 0.26 3.23 0.14
C -2.76 8.52 1.69
C -0.77 -0.59 4.92
C 4.81 -5.73 -3.99
C 0.85 -2.35 0.72
C -1.66 0.60 4.49
C -1.40 1.85 5.36
C 0.18 -3.43 -1.57
C -7.03 -9.34 -0.31
C 0.04 -1.20 3.76
C 4.21 0.57 -2.31
C 0.58 6.60 3.81
C 3.70 -1.88 -6.32
C 0.38 -2.14 -0.73
C -0.96 -1.75 2.70
C -2.09 -7.94 -0.68
H 0.92 -3.61 -3.94
H 4.04 -0.48 -2.12
H -1.79 2.76 4.88
H 1.19 2.90 -0.32
H 5.57 -5.17 -3.46
H -0.13 4.12 -0.36
H 0.09 -4.31 -0.93
H 0.25 5.71 4.34
H -2.70 0.32 4.67
H -0.48 2.43 0.13
H -1.80 8.85 2.07
H -0.78 -3.35 -2.08
H -1.95 1.75 6.30
H -1.86 9.81 -2.68
H 0.66 -2.00 4.16
H 0.96 -1.35 1.15
H 4.08 -2.89 -6.43
H -1.51 0.87 3.44
H 1.47 6.40 3.23
H -7.37 -9.40 0.72
H -0.05 -0.23 5.67
H 3.83 -5.61 -3.52
H -7.08 -10.31 -0.80
H -0.19 10.34 -3.05
H 0.63 -0.40 3.32
H 3.88 -1.30 -7.22
H -0.21 7.00 3.18
H -1.38 -1.35 5.40
H -3.29 9.34 1.22
H -7.60 -8.60 -0.86
H 2.65 -1.88 -6.06
H 5.08 -6.78 -4.06
H -3.08 -7.95 -1.14
H -1.54 11.51 -3.14
H -1.19 -1.03 1.91
H -3.36 8.06 2.47
H -1.12 -3.79 0.82
H -2.17 -7.97 0.40
H -1.48 -8.76 -1.05
H 1.16 -1.57 -1.23
H -1.89 -2.03 3.19
H 1.86 -2.78 0.77
H 0.77 -4.03 2.39
H -0.35 1.95 5.62
H -0.50 -1.49 -0.74
H 4.46 0.75 -3.35
H 4.97 0.97 -1.65
*
```

Here are the Löwdin charges for atoms 1 to 5, given in e: number 1, S, carries 0.706; number 2, P, carries 0.836; number 3, F, carries -0.418; number 4, O, carries 0.063; number 5, O, carries 0.051

***

# 8
Here is one molecule with the formula C11H13N3O in a non-equilibrium geometry from OMol25. Energies are from ωB97M-V/def2-TZVPD.

Strongest force on any atom, hartree/bohr: 0.0459
Structure (SMILES): CN(c1ccncc1)n1cccc1CO
Orbital gap, eV: 9.459
Highest occupied orbital energy, eV: -8.816
Relative energy (zero: lowest compared OMol25 entry of this formula, charge and spin), kcal/mol: 50.4

```
! RIJCOSX wB97M-V def2-TZVPD def2/J DEFGRID3
* xyz 0 1
O 0.89 2.34 -1.03
N 1.10 -0.36 0.18
N -3.69 0.86 0.90
N -0.05 -0.63 -0.55
C 3.04 0.33 1.00
C 2.44 -0.70 1.86
C -1.31 0.86 0.88
C -3.62 -0.13 -0.03
C -2.50 -0.70 -0.56
C -2.50 1.34 1.31
C 2.21 0.50 -0.07
C 2.01 1.45 -1.24
C -0.02 -1.80 -1.40
C -1.26 -0.22 -0.05
C 1.28 -1.09 1.33
H -0.38 1.29 1.20
H -2.61 2.20 1.95
H -0.34 -1.56 -2.44
H 0.14 1.78 -0.94
H 2.86 -1.09 2.77
H 1.79 0.83 -2.19
H -4.60 -0.49 -0.37
H -2.62 -1.42 -1.38
H -0.66 -2.59 -1.00
H 1.04 -2.15 -1.52
H 4.03 0.78 1.13
H 0.47 -1.76 1.55
H 2.86 2.14 -1.31
*
```

Here are the Löwdin charges for atoms 1 to 5, given in e: number 1, O, carries -0.058; number 2, N, carries -0.091; number 3, N, carries 0.049; number 4, N, carries -0.121; number 5, C, carries -0.022

***

# 9
Here is one molecule with the formula C5H7NO in a non-equilibrium geometry from OMol25. Energies are from ωB97M-V/def2-TZVPD.

Strongest force on any atom, hartree/bohr: 0.0207
Structure (SMILES): C[C@@]1(O)C[C@H]1C#N
Orbital gap, eV: 10.691
Highest occupied orbital energy, eV: -10.022
Relative energy (zero: lowest compared OMol25 entry of this formula, charge and spin), kcal/mol: 39.3

```
! RIJCOSX wB97M-V def2-TZVPD def2/J DEFGRID3
* xyz 0 1
O 0.25 -1.95 -0.08
N -0.25 2.74 -1.08
C -0.50 1.61 -0.96
C 1.59 0.02 0.29
C -0.79 0.23 -0.71
C -1.15 -0.11 0.72
C 0.18 -0.57 0.15
H 1.71 0.75 1.10
H -1.25 0.69 1.46
H -0.52 -2.33 0.35
H 1.88 0.53 -0.64
H -2.00 -0.80 0.77
H 2.31 -0.79 0.43
H -1.29 -0.32 -1.50
*
```

Here are the Löwdin charges for atoms 1 to 5, given in e: number 1, O, carries 0.014; number 2, N, carries 0.156; number 3, C, carries -0.207; number 4, C, carries 0.005; number 5, C, carries -0.207